1.
{
  "formula": "C3H3IO2",
  "method": "ωB97M-V/def2-TZVPD",
  "max_force_ev_per_a": 3.53,
  "spin_multiplicity": 1,
  "e_tot_ev": -15347.980,
  "e_above_lowest_kj_mol": 632.58,
  "e_homo_ev": [-8.62, -8.62],
  "elements": ["C", "C", "C", "O", "O", "I", "H", "H", "H"],
  "positions_angstrom": [[-2.31465, -1.50100, 0.28459], [-1.45248, -0.70261, -0.05327], [-0.37505, 0.10482, -0.34455], [0.96581, 1.79426, -0.14251], [-0.00727, 1.09130, 0.43096], [3.68555, 0.04079, -0.01126], [-2.89461, -2.08325, 0.92823], [0.25282, 0.11209, -1.25524], [2.13988, 1.14358, 0.16305]],
  "atomic_forces_ev_per_a": [[2.43, 2.15, -0.39], [-1.86, -1.86, 1.04], [1.84, 2.40, -0.11], [2.20, 0.99, 0.01], [-2.16, -2.73, -0.62], [-0.99, 0.53, 0.19], [-0.95, -0.78, 0.09], [-0.62, -0.51, 0.31], [0.11, -0.19, -0.53]],
  "lowdin_charge": [0.23, -0.02, -0.05, -0.22, -0.03, 0.07, 0.05, 0.16, -0.19]
}

2.
{
  "formula": "C29H30AsCl3N2O3Sc",
  "method": "ωB97M-V/def2-TZVPD",
  "max_force_ev_per_a": 0.34,
  "spin_multiplicity": 1,
  "total_charge": 1,
  "e_tot_ev": -158787.500,
  "e_above_lowest_kj_mol": 6.44,
  "e_homo_ev": -10.65,
  "elements": ["Sc", "C", "O", "C", "C", "C", "C", "C", "C", "N", "N", "C", "C", "O", "C", "C", "C", "C", "C", "C", "C", "C", "H", "H", "H", "H", "H", "H", "H", "H", "H", "H", "H", "H", "H", "Cl", "C", "C", "C", "Cl", "C", "O", "C", "Cl", "C", "H", "H", "C", "C", "As", "C", "C", "C", "C", "H", "H", "H", "H", "H", "H", "H", "H", "H", "H", "H", "H", "H", "H", "H"],
  "positions_angstrom": [[-0.11301, -0.28902, -0.49121], [1.71350, -0.40800, -3.11321], [1.74713, -0.14418, -1.69473], [2.96186, -0.31168, -1.03512], [4.17132, -0.45813, -1.68585], [5.31958, -0.61104, -0.91881], [5.25218, -0.61446, 0.46579], [4.03414, -0.46483, 1.10757], [2.87683, -0.31737, 0.35527], [1.56655, -0.15791, 0.89888], [1.53779, -0.09426, 2.16846], [0.40237, 0.16225, 2.86102], [-0.81375, 0.61229, 2.29016], [-0.99806, 0.67362, 0.99992], [-1.86436, 1.05026, 3.13952], [-1.72097, 1.00315, 4.48849], [-0.52853, 0.53010, 5.11133], [-0.41903, 0.48920, 6.51574], [0.73003, 0.03781, 7.10877], [1.79717, -0.38831, 6.30485], [1.71135, -0.35927, 4.93521], [0.54510, 0.10894, 4.30552], [2.12424, -1.39717, -3.30988], [2.27615, 0.36051, -3.64003], [0.66612, -0.39147, -3.40164], [4.23320, -0.45305, -2.76347], [6.27330, -0.72614, -1.41472], [6.15328, -0.73408, 1.05036], [3.96704, -0.45989, 2.18493], [-2.77352, 1.40337, 2.67323], [-2.53449, 1.32788, 5.12644], [-1.25958, 0.81959, 7.11272], [0.81592, 0.00685, 8.18579], [2.70313, -0.75056, 6.77250], [2.54206, -0.70329, 4.33771], [-3.24713, -6.97008, -0.85100], [-2.49818, -5.42776, -1.08411], [-2.02362, -4.73239, 0.01727], [-1.43430, -3.50717, -0.21294], [-0.81688, -2.55073, 1.11785], [-1.28748, -2.94230, -1.48104], [-0.69448, -1.76892, -1.62255], [-1.78397, -3.68142, -2.55703], [-1.62488, -3.02876, -4.14933], [-2.38539, -4.91374, -2.36598], [-2.11523, -5.13750, 1.01400], [-2.75968, -5.46808, -3.21421], [0.14634, 2.96532, -4.13664], [-1.15606, 2.23179, -3.84426], [-1.35732, 1.76748, -1.95913], [-3.26511, 1.38853, -1.79215], [-3.70973, 0.22168, -2.66322], [-1.18440, 3.46190, -1.00592], [0.23803, 3.74857, -0.54522], [0.23836, 3.18280, -5.20037], [1.01701, 2.37485, -3.84434], [0.19919, 3.91560, -3.60422], [-1.22963, 1.30430, -4.41487], [-2.01994, 2.84317, -4.11623], [-3.79386, 2.31068, -2.04714], [-3.44633, 1.19551, -0.73281], [-3.61046, 0.45093, -3.72519], [-4.75717, -0.01861, -2.48077], [-3.12139, -0.67730, -2.46640], [-1.86040, 3.38559, -0.15244], [-1.56886, 4.24994, -1.65725], [0.58748, 2.97750, 0.14535], [0.28919, 4.70232, -0.01979], [0.94021, 3.79458, -1.37944]],
  "atomic_forces_ev_per_a": [[-0.02, -0.03, -0.34], [0.02, -0.05, 0.03], [-0.17, -0.01, 0.01], [0.06, -0.01, 0.08], [-0.05, 0.00, 0.05], [0.03, 0.00, -0.04], [-0.01, 0.00, 0.02], [0.00, 0.02, -0.07], [-0.03, 0.01, 0.03], [0.18, -0.04, 0.12], [-0.16, 0.09, -0.02], [0.19, -0.02, 0.00], [-0.17, 0.05, -0.15], [0.16, -0.11, 0.01], [0.07, -0.04, 0.09], [-0.01, -0.01, -0.05], [-0.02, 0.01, 0.05], [0.02, -0.02, -0.04], [-0.04, 0.01, -0.03], [0.02, -0.01, 0.06], [-0.02, 0.00, -0.03], [-0.02, 0.00, 0.09], [0.00, 0.01, 0.00], [-0.01, -0.01, -0.01], [0.02, 0.02, -0.01], [0.02, 0.00, -0.01], [0.00, 0.00, -0.01], [0.01, 0.00, 0.00], [-0.01, 0.00, 0.00], [0.00, 0.01, -0.01], [-0.01, 0.01, 0.00], [0.00, 0.00, 0.02], [0.00, 0.00, 0.01], [0.01, 0.00, 0.00], [-0.01, 0.00, -0.03], [0.00, 0.01, 0.00], [-0.03, -0.07, 0.04], [0.00, 0.02, -0.09], [0.00, 0.00, 0.00], [-0.01, -0.04, 0.00], [0.00, -0.06, 0.08], [-0.02, 0.24, 0.03], [0.01, -0.04, 0.07], [0.00, 0.02, -0.01], [0.03, 0.06, -0.01], [0.00, 0.00, 0.01], [-0.01, -0.01, 0.00], [0.05, 0.02, 0.02], [-0.11, 0.02, 0.01], [0.06, -0.15, 0.19], [0.00, 0.22, -0.05], [-0.01, -0.07, -0.04], [-0.11, 0.03, -0.13], [0.07, -0.01, 0.02], [-0.02, -0.01, -0.01], [-0.01, 0.01, 0.01], [-0.01, -0.01, -0.02], [0.02, 0.00, 0.01], [0.02, 0.00, 0.02], [-0.04, -0.06, 0.00], [0.03, -0.03, -0.01], [0.02, 0.01, 0.01], [0.00, 0.01, 0.01], [-0.01, 0.00, 0.01], [0.01, 0.00, -0.01], [0.02, 0.01, 0.03], [0.00, -0.01, 0.00], [-0.01, 0.00, 0.00], [-0.02, -0.01, 0.02]],
  "lowdin_charge": [0.87, -0.03, -0.22, -0.20, 0.00, -0.05, -0.06, 0.01, -0.16, -0.03, 0.12, -0.15, -0.32, -0.20, 0.01, 0.02, -0.16, -0.02, -0.06, -0.06, -0.02, -0.09, 0.12, 0.10, 0.08, 0.12, 0.12, 0.11, 0.11, 0.12, 0.13, 0.12, 0.11, 0.11, 0.10, 0.70, -0.66, -0.11, -0.52, 0.83, -0.44, -0.26, -0.58, 0.73, -0.11, 0.12, 0.11, -0.16, -0.40, 1.21, -0.41, -0.15, -0.41, -0.16, 0.08, 0.05, 0.06, 0.07, 0.08, 0.08, 0.07, 0.07, 0.08, 0.05, 0.07, 0.08, 0.05, 0.08, 0.06]
}

3.
{
  "formula": "C23H29N3O4",
  "method": "ωB97M-V/def2-TZVPD",
  "max_force_ev_per_a": 16.31,
  "spin_multiplicity": 1,
  "smiles": "COCCC(=O)N1CCC(Oc2ccc(C(=O)NCCc3ccccn3)cc2)CC1",
  "e_tot_ev": -36963.213,
  "e_above_lowest_kj_mol": 2011.74,
  "e_homo_ev": -8.29,
  "elements": ["C", "O", "C", "C", "C", "O", "N", "C", "C", "C", "O", "C", "C", "C", "C", "C", "O", "N", "C", "C", "C", "C", "C", "C", "C", "N", "C", "C", "C", "C", "H", "H", "H", "H", "H", "H", "H", "H", "H", "H", "H", "H", "H", "H", "H", "H", "H", "H", "H", "H", "H", "H", "H", "H", "H", "H", "H", "H", "H"],
  "positions_angstrom": [[6.77259, 0.00529, -0.77282], [5.65009, -0.95136, -0.69379], [6.07335, -2.34410, -0.61102], [5.07315, -3.29234, -0.37288], [4.74864, -3.26004, 0.91823], [5.33979, -3.95997, 1.93475], [3.98250, -2.19503, 1.58573], [3.07876, -1.49906, 0.65624], [1.59790, -1.71658, 0.62526], [1.08529, -1.73457, 1.88765], [-0.27195, -2.17287, 2.24469], [-1.29867, -1.47619, 1.72181], [-1.11079, -0.05722, 1.58604], [-2.36184, 0.65264, 1.17914], [-3.52342, 0.17469, 1.27936], [-4.73144, 0.91066, 0.85276], [-5.92131, 0.61328, 1.24709], [-4.74848, 1.83073, 0.01227], [-5.83222, 2.66984, -0.52019], [-5.93068, 2.55310, -1.93235], [-4.68355, 3.21531, -2.79096], [-4.63735, 4.45593, -3.31537], [-3.63987, 5.20373, -4.02986], [-2.33687, 4.50455, -3.48900], [-2.34448, 3.48232, -2.73023], [-3.36812, 3.08016, -2.10261], [-3.84093, -1.48094, 1.48008], [-2.68004, -1.94079, 1.83200], [1.80726, -2.73282, 3.04188], [3.32911, -2.43589, 2.81837], [7.55394, -0.14958, -0.07813], [7.41107, -0.23829, -1.70366], [6.25117, 0.87577, -0.75547], [6.99324, -2.28418, 0.15552], [6.67200, -2.48480, -1.39531], [4.06248, -3.13337, -1.05225], [5.47684, -4.18573, -0.50220], [3.53922, -1.45321, -0.31177], [3.16074, -0.44494, 1.15990], [1.02926, -1.16127, 0.21144], [1.50322, -2.92125, 0.26741], [1.04864, -0.79803, 2.52586], [-0.14491, 0.35984, 1.45189], [-2.28813, 1.60384, 0.77246], [-3.80192, 1.96278, -0.64359], [-5.65588, 3.74582, -0.32129], [-6.64126, 2.23477, -0.18633], [-5.78862, 1.69213, -2.46665], [-6.76081, 3.22942, -2.56778], [-5.64832, 4.71930, -3.83336], [-3.62011, 5.90645, -4.82697], [-1.44486, 4.88102, -4.02236], [-1.50079, 3.20788, -2.51481], [-4.81261, -1.74014, 1.66829], [-2.59926, -2.88990, 2.02123], [1.57139, -2.62692, 4.01269], [1.56772, -3.78725, 2.58689], [4.03999, -3.00585, 3.54126], [3.55016, -1.21681, 3.26484]],
  "atomic_forces_ev_per_a": [[0.36, -4.75, -2.58], [0.86, -0.31, 0.27], [4.50, 6.09, 2.73], [-4.93, 1.44, -5.43], [-0.22, -0.91, 16.28], [-2.15, 1.96, -6.30], [-1.67, -3.46, -5.29], [1.18, 4.66, 1.78], [7.33, -12.19, 1.52], [-2.13, -1.07, 12.39], [-0.82, -1.82, -2.38], [-0.35, 6.08, 1.52], [-3.37, -2.69, -2.06], [6.89, -0.01, 1.00], [-7.34, -6.09, -0.72], [-5.71, -3.65, 3.56], [2.26, -0.96, 0.98], [6.27, 5.57, -7.22], [4.28, 1.15, 0.76], [0.80, 5.02, -7.82], [4.44, 1.37, 7.59], [-4.79, 3.50, -7.45], [4.32, -6.08, 5.70], [-2.55, 8.79, -9.10], [-5.54, 1.26, 0.60], [-5.77, -4.95, -0.52], [2.60, 8.78, 0.04], [3.37, -0.03, -1.07], [2.47, -0.99, -8.94], [2.48, 3.20, 5.56], [0.19, 0.02, 1.89], [-1.45, 0.86, 0.55], [-0.64, 2.91, -0.09], [-2.31, -0.84, -0.47], [1.64, -1.15, -4.07], [2.74, -0.55, 1.25], [1.58, -4.23, -1.17], [-0.16, 0.32, -0.19], [-0.05, -0.96, -1.49], [-6.24, 7.22, -7.15], [-0.34, 3.00, 0.28], [0.98, -0.12, -1.48], [0.40, 0.65, 0.09], [0.45, 2.01, -0.28], [-2.92, 0.04, 2.14], [-0.38, -0.66, 0.69], [-4.62, -1.34, 2.60], [-0.99, -3.34, -0.18], [1.35, -2.09, 2.43], [0.93, -0.09, 1.35], [-0.53, 0.69, 0.05], [-0.14, -0.52, 0.73], [9.03, -3.73, 3.16], [-2.10, -1.04, 0.07], [-0.03, -5.79, 1.58], [-1.20, 0.65, 3.09], [0.37, 1.65, 1.29], [-1.41, 0.69, -1.60], [-1.20, -3.13, -0.49]],
  "lowdin_charge": [-0.04, -0.20, -0.21, -0.15, -0.31, -0.05, -0.07, -0.16, -0.14, -0.34, -0.05, -0.21, 0.06, -0.07, -0.09, -0.49, -0.04, 0.06, -0.17, -0.12, -0.12, -0.13, 0.06, -0.04, -0.26, 0.11, 0.12, -0.06, -0.03, -0.20, 0.06, 0.12, 0.05, 0.19, 0.08, 0.22, 0.11, 0.09, 0.16, 0.02, 0.22, 0.16, 0.08, 0.09, 0.17, 0.15, 0.07, 0.08, 0.18, 0.12, 0.08, 0.11, 0.04, 0.08, 0.06, 0.06, 0.15, 0.14, 0.19]
}

4.
{
  "formula": "C21H43O3P3Pd",
  "method": "ωB97M-V/def2-TZVPD",
  "max_force_ev_per_a": 8.71,
  "spin_multiplicity": 5,
  "total_charge": 4,
  "e_tot_ev": -59915.149,
  "e_above_lowest_kj_mol": 55.94,
  "e_homo_ev": [-18.23, -19.45],
  "elements": ["P", "C", "H", "H", "H", "C", "H", "H", "H", "C", "H", "H", "H", "P", "C", "H", "H", "H", "C", "H", "H", "H", "C", "H", "H", "H", "P", "C", "H", "H", "H", "C", "H", "H", "H", "C", "H", "H", "H", "Pd", "C", "O", "C", "O", "C", "C", "C", "C", "C", "C", "H", "H", "H", "H", "H", "H", "C", "C", "O", "C", "C", "H", "H", "H", "H", "H", "H", "H", "H", "H", "H"],
  "positions_angstrom": [[3.62742, -0.27813, 0.38381], [4.42966, -0.46809, 1.97465], [5.51752, -0.38730, 1.81240], [4.21406, -1.45214, 2.42249], [4.11293, 0.33437, 2.66022], [3.20815, -1.86932, -0.34113], [2.89332, -1.72471, -1.38744], [2.39607, -2.36020, 0.22249], [4.11869, -2.49002, -0.30760], [4.66390, 0.67585, -0.73039], [5.60736, 0.12204, -0.86194], [4.87777, 1.66626, -0.29898], [4.17209, 0.80188, -1.70644], [-0.84539, 3.85375, -0.99284], [-0.82721, 4.44592, 0.74206], [-1.64621, 5.18714, 0.86245], [0.16591, 4.89149, 0.96682], [-0.99428, 3.55160, 1.36955], [-0.29841, 5.38596, -1.85328], [-0.34363, 5.21246, -2.93775], [0.74278, 5.59852, -1.56702], [-0.95820, 6.22859, -1.58314], [-2.64453, 4.05664, -1.33158], [-3.00787, 4.92632, -0.74717], [-3.16227, 3.13436, -1.01399], [-2.80062, 4.21605, -2.41702], [-2.94103, -2.03446, 0.27211], [-3.66527, -2.60500, 1.80723], [-3.83094, -3.69717, 1.71946], [-4.63963, -2.10808, 1.98114], [-2.99080, -2.40216, 2.65958], [-4.11773, -1.97265, -1.07673], [-4.69563, -2.90904, -1.09536], [-3.60638, -1.84901, -2.04181], [-4.80838, -1.13122, -0.92906], [-1.51533, -3.03179, -0.20069], [-1.78276, -4.09348, -0.08363], [-0.66194, -2.79310, 0.45312], [-1.23225, -2.84791, -1.24778], [-0.12677, 0.80347, -2.75495], [2.00814, 0.55813, 0.50242], [0.97304, 1.08271, 0.62638], [-2.20264, -0.37501, 0.41588], [-1.64119, 0.64263, 0.53586], [-1.43107, 0.30044, -4.29161], [-0.83886, -0.85721, -3.77342], [0.55469, -0.94358, -3.65223], [1.35211, 0.13472, -4.05247], [0.76378, 1.28944, -4.57510], [-0.62537, 1.37097, -4.69273], [-2.51854, 0.38928, -4.31689], [-1.46570, -1.67783, -3.42049], [1.01009, -1.82331, -3.18994], [2.42934, 0.08869, -3.89898], [1.38617, 2.15537, -4.80699], [-1.08253, 2.30519, -5.01183], [-1.22757, -0.61342, 4.26754], [0.04196, -0.51588, 3.45192], [0.15025, -1.50188, 2.39749], [0.70086, -2.78524, 2.77617], [1.71069, -2.76557, 3.90386], [-2.10297, -0.37740, 3.65066], [-1.19495, 0.11894, 5.08382], [-1.33885, -1.59970, 4.73380], [0.09876, 0.45132, 2.94201], [0.92185, -0.61614, 4.10035], [-0.13230, -3.46009, 3.03213], [1.17095, -3.19452, 1.86925], [1.29208, -2.42858, 4.85877], [2.05376, -3.79043, 4.08448], [2.57981, -2.14968, 3.64800]],
  "atomic_forces_ev_per_a": [[-1.15, 0.33, 0.52], [0.40, -0.04, 0.30], [-0.26, -0.04, 0.11], [-0.02, 0.40, -0.22], [0.14, -0.28, -0.24], [-0.26, -0.06, -0.14], [0.22, -0.08, 0.40], [0.43, 0.20, -0.11], [-0.28, 0.11, -0.01], [-0.21, 0.37, -0.10], [-0.22, 0.14, 0.11], [0.03, -0.33, -0.11], [0.19, -0.08, 0.35], [-2.00, 3.94, 0.43], [1.11, -1.23, 0.58], [0.52, -0.49, -0.21], [-0.69, -0.30, 0.00], [-0.01, 0.69, 0.19], [1.38, -0.92, -0.76], [0.04, 0.31, 0.24], [-0.36, 0.17, -0.20], [0.04, -0.50, 0.16], [-0.26, -1.55, -0.69], [0.34, -0.49, -0.32], [-0.17, 0.58, -0.13], [-0.02, -0.09, 0.63], [0.85, 1.00, 0.34], [-0.33, -0.22, 0.27], [0.01, 0.43, 0.05], [0.46, -0.20, -0.10], [-0.21, -0.07, -0.47], [-0.28, 0.28, -0.11], [0.12, 0.20, 0.09], [-0.08, -0.07, 0.38], [0.04, -0.27, -0.01], [0.31, -0.04, 0.08], [0.05, 0.27, 0.00], [-0.37, -0.10, -0.07], [-0.24, -0.02, 0.35], [-0.50, 3.43, 7.99], [1.72, -0.93, -1.11], [-0.11, 0.32, 0.30], [-0.50, -1.83, -0.83], [-0.22, 0.41, 0.20], [-1.61, -0.06, -1.15], [-0.43, -2.55, -0.48], [0.67, -2.75, -0.52], [1.72, -1.00, -0.60], [0.83, 1.55, -1.81], [-0.74, 1.72, -2.24], [0.30, 0.00, -0.06], [0.19, 0.21, -0.24], [-0.16, 0.21, -0.44], [-0.21, 0.06, -0.12], [-0.18, -0.29, -0.13], [0.07, -0.31, -0.27], [-0.03, -0.01, 0.09], [0.36, -0.10, -0.04], [0.26, 0.12, -0.15], [-0.50, -0.13, 0.21], [0.09, -0.30, 0.16], [0.04, -0.13, 0.13], [-0.03, -0.13, -0.18], [-0.04, 0.14, -0.13], [-0.02, -0.12, 0.09], [-0.30, 0.30, -0.17], [0.21, 0.11, 0.02], [-0.12, 0.09, 0.12], [0.10, -0.04, -0.25], [0.02, 0.16, -0.15], [-0.12, -0.07, 0.18]],
  "lowdin_charge": [0.85, -0.15, 0.09, 0.07, 0.09, -0.14, 0.06, 0.06, 0.10, -0.15, 0.10, 0.09, 0.06, 0.98, -0.21, 0.09, 0.08, 0.05, -0.22, 0.06, 0.07, 0.10, -0.23, 0.09, 0.05, 0.07, 0.85, -0.15, 0.10, 0.10, 0.06, -0.15, 0.10, 0.06, 0.09, -0.14, 0.10, 0.04, 0.05, 0.97, -0.19, 0.04, -0.19, 0.05, -0.12, -0.14, -0.14, -0.13, -0.12, -0.12, 0.15, 0.12, 0.13, 0.14, 0.15, 0.14, -0.05, -0.27, -0.23, -0.26, -0.06, 0.06, 0.10, 0.09, 0.10, 0.10, 0.12, 0.09, 0.09, 0.11, 0.06]
}